Record 1
The following is a DFT calculation (the ωB97M-V functional and the def2-TZVPD basis) of a molecular structure, C14H42N12O10Zn in a non-equilibrium geometry.

Element x y z (Å)
Zn 0.514 -0.953 2.095
C 0.318 0.545 0.015
O -0.015 1.334 -0.904
O 0.493 0.901 1.171
O 0.433 -0.673 -0.040
C 3.341 0.450 -2.355
O 4.403 0.551 -2.935
N 2.802 1.469 -1.680
N 2.557 -0.618 -2.422
H 1.816 1.423 -1.465
H 3.294 2.344 -1.567
H 2.819 -1.347 -3.070
H 1.747 -0.679 -1.821
C 1.416 4.735 0.497
O 2.198 5.635 0.609
N 1.550 3.928 -0.528
N 0.512 4.533 1.343
H 0.951 3.115 -0.550
H 2.262 4.131 -1.216
H -0.010 3.674 1.242
H 0.589 5.194 2.103
C -2.374 -1.714 1.463
O -1.506 -1.488 2.269
N -2.118 -1.981 0.272
N -3.641 -1.718 1.777
H -1.221 -1.674 -0.077
H -2.857 -2.064 -0.411
H -3.965 -1.445 2.694
H -4.279 -1.938 1.025
C -3.484 1.833 -0.053
O -3.276 0.972 -0.922
N -4.638 2.370 0.222
N -2.527 2.400 0.489
H -5.489 2.039 -0.209
H -4.670 2.973 1.032
H -1.609 2.143 0.157
H -2.792 3.207 1.035
C 0.354 1.029 4.482
O 0.252 -0.077 3.928
N -0.003 1.301 5.728
N 0.972 2.024 3.896
H -0.034 0.463 6.292
H 0.337 2.155 6.146
H 1.190 1.931 2.914
H 0.893 2.955 4.279
C 4.531 -2.235 1.661
C 3.028 -2.045 1.593
C 2.346 -3.298 2.254
O 0.944 -2.921 2.501
C 0.463 -3.680 3.625
N 2.572 -0.830 2.248
H 5.071 -1.345 1.338
H 4.817 -3.094 1.053
H 4.829 -2.414 2.694
H 2.678 -2.044 0.560
H 2.898 -3.555 3.158
H 2.443 -4.087 1.508
H 0.987 -3.165 4.430
H 0.761 -4.726 3.697
H -0.622 -3.671 3.730
H 2.987 -0.077 1.719
H 3.034 -0.864 3.145
C 0.218 0.006 -4.713
C -1.269 0.090 -4.303
C -2.061 -0.891 -5.038
O -3.446 -0.699 -4.784
C -4.297 -1.784 -5.138
N -1.439 -0.111 -2.843
H 0.736 0.851 -4.261
H 0.327 0.155 -5.787
H 0.633 -0.966 -4.446
H -1.577 1.093 -4.599
H -1.720 -1.914 -4.874
H -2.018 -0.808 -6.123
H -5.276 -1.694 -4.668
H -3.839 -2.773 -5.111
H -4.504 -1.617 -6.195
H -0.792 -0.866 -2.667
H -0.942 0.592 -2.314

Calculated values
ΔE to the lowest compared entry with this formula, charge and spin (kcal/mol): 0.00
Orbital gap (eV): 7.331
2S+1: 1

***

Record 2
The following is a DFT calculation (the ωB97M-V functional and the def2-TZVPD basis) of 9 unconnected molecules or ions with the total composition C14H42N4O13S5 in a non-equilibrium geometry.

Element x y z (Å)
C -0.442 -4.486 5.513
N -0.329 -3.561 4.284
O 0.571 -2.792 4.299
O -1.168 -3.606 3.448
H -0.141 -3.862 6.346
H 0.245 -5.350 5.363
H -1.482 -4.756 5.658
C 3.366 2.744 -1.305
N 2.573 1.973 -2.261
O 2.321 0.814 -1.936
O 2.182 2.474 -3.283
H 3.660 2.125 -0.500
H 2.632 3.476 -0.918
H 4.169 3.301 -1.838
C -0.554 2.731 1.372
N -1.663 2.672 0.417
O -1.475 2.088 -0.613
O -2.770 3.112 0.776
H -0.958 3.166 2.293
H 0.154 3.384 0.838
H -0.156 1.713 1.483
C 4.053 -1.515 -1.252
N 4.758 -0.180 -1.245
O 5.055 0.313 -2.294
O 5.079 0.251 -0.147
H 4.720 -2.207 -0.742
H 3.896 -1.743 -2.250
H 3.116 -1.427 -0.756
C -0.259 -5.515 1.131
S 1.189 -5.059 1.923
O 1.355 -6.029 3.029
C 2.398 -5.395 0.566
H -0.316 -4.909 0.228
H -1.152 -5.319 1.804
H -0.188 -6.602 1.046
H 2.438 -6.495 0.355
H 3.320 -4.915 0.898
H 1.924 -4.950 -0.345
C 1.378 -0.086 6.043
S 1.061 0.943 4.643
O -0.390 0.620 4.329
C 2.177 0.140 3.456
H 2.241 0.161 6.559
H 1.188 -1.154 5.765
H 0.565 0.089 6.658
H 1.822 -0.898 3.201
H 3.211 0.193 3.885
H 2.209 0.793 2.571
C -5.240 0.830 -3.253
S -4.550 1.899 -4.607
O -4.357 0.952 -5.810
C -6.022 2.688 -5.090
H -6.106 0.447 -3.728
H -5.470 1.307 -2.276
H -4.527 0.007 -3.203
H -6.795 1.990 -5.336
H -5.759 3.249 -5.992
H -6.434 3.355 -4.302
C 0.632 5.131 -3.483
S -0.168 4.120 -2.251
O 0.404 4.571 -0.942
C -1.783 4.841 -2.316
H 0.165 5.104 -4.389
H 1.680 4.903 -3.390
H 0.595 6.115 -3.044
H -2.526 4.282 -1.725
H -2.184 4.853 -3.307
H -1.613 5.859 -1.927
C -1.125 -1.374 0.456
S 0.089 -1.898 -0.712
O -0.185 -3.317 -1.068
C -0.443 -0.761 -2.038
H -2.124 -1.612 0.075
H -0.959 -0.367 0.790
H -1.030 -2.033 1.294
H 0.333 -0.735 -2.865
H -0.663 0.242 -1.609
H -1.418 -1.115 -2.451

Calculated values
ΔE to the lowest compared entry with this formula, charge and spin (kcal/mol): 0.00
Orbital gap (eV): 8.604
2S+1: 1

***

Record 3
The following is a DFT calculation (the ωB97M-V functional and the def2-TZVPD basis) of 4 unconnected molecules or ions with the total composition C14H42N8O6P2 in a non-equilibrium geometry.

Element x y z (Å)
C 2.346 -3.334 -3.353
N 2.538 -2.608 -2.062
C 2.279 -3.425 -0.882
P 3.792 -1.545 -1.887
O 5.169 -2.085 -1.742
N 3.636 -0.541 -3.238
C 2.442 -0.381 -4.068
C 4.760 0.252 -3.713
N 3.343 -0.558 -0.603
C 3.937 -0.711 0.715
C 2.086 0.184 -0.669
H 1.887 -4.259 -3.006
H 3.273 -3.600 -3.859
H 1.621 -2.909 -4.043
H 3.111 -3.970 -0.413
H 1.510 -4.181 -1.025
H 1.986 -2.743 -0.077
H 2.320 0.637 -4.430
H 2.478 -1.093 -4.903
H 1.556 -0.708 -3.520
H 4.644 0.567 -4.748
H 4.885 1.159 -3.109
H 5.696 -0.305 -3.638
H 3.375 -1.397 1.361
H 4.952 -1.072 0.566
H 3.939 0.256 1.224
H 2.382 1.230 -0.540
H 1.427 -0.133 0.142
H 1.518 0.127 -1.589
C -2.412 5.832 2.444
N -2.141 4.654 1.634
C -0.926 3.924 1.970
P -3.396 3.896 0.748
O -4.449 4.820 0.261
N -2.644 3.023 -0.487
C -3.478 2.054 -1.174
C -1.738 3.781 -1.387
N -4.009 2.704 1.771
C -5.272 2.937 2.474
C -3.256 1.528 2.202
H -1.480 6.355 2.641
H -2.945 5.636 3.386
H -3.151 6.411 1.881
H -0.254 4.539 2.571
H -0.370 3.791 1.032
H -0.947 2.946 2.448
H -2.906 1.543 -1.943
H -3.884 1.325 -0.464
H -4.421 2.513 -1.505
H -1.098 3.112 -1.950
H -2.410 4.354 -2.037
H -1.259 4.544 -0.774
H -5.401 4.005 2.638
H -6.076 2.576 1.818
H -5.378 2.318 3.363
H -2.976 1.689 3.246
H -2.313 1.521 1.658
H -3.761 0.576 2.024
C 0.992 -7.114 3.079
N 0.573 -5.687 3.167
O -0.052 -5.381 4.161
O 0.796 -4.992 2.199
H 0.234 -7.620 2.482
H 1.036 -7.616 4.039
H 1.954 -7.185 2.580
C -1.363 -2.402 1.347
N -1.366 -2.213 -0.125
O -1.715 -3.155 -0.817
O -0.978 -1.135 -0.532
H -0.455 -2.847 1.740
H -2.225 -3.018 1.589
H -1.567 -1.398 1.713

Calculated values
ΔE to the lowest compared entry with this formula, charge and spin (kcal/mol): 0.00
Orbital gap (eV): 8.021
2S+1: 1
SMILES: CN(C)P(=O)(N(C)C)N(C)C.CN(C)P(=O)(N(C)C)N(C)C.C[N+](=O)[O-].C[N+](=O)[O-]

***

- Look up the orbital gap of the second one.
  8.604 eV